No. 1
DFT (ωB97M-V/def2-TZVPD) results for one molecule with the formula C19H23N3O4S2.

```
51
Properties=species:S:1:pos:R:3
C 3.10 -0.32 4.78
O 2.32 -1.38 4.30
C 2.47 -1.75 2.99
C 3.31 -1.14 2.08
C 3.39 -1.60 0.77
C 2.61 -2.67 0.36
N 2.70 -3.12 -0.96
S 2.62 -2.02 -2.23
O 2.38 -2.82 -3.40
O 3.77 -1.18 -2.20
C 1.17 -1.07 -1.83
C 1.30 0.14 -1.17
C 0.16 0.82 -0.79
C -1.11 0.29 -1.05
N -2.20 1.06 -0.66
C -3.49 0.71 -0.47
S -4.11 -0.82 -0.47
N -4.35 1.74 -0.22
C -4.10 3.14 -0.41
C -3.36 3.82 0.77
C -3.52 5.35 0.75
C -2.14 5.83 1.18
C -1.24 4.77 0.57
O -1.96 3.55 0.70
C -1.22 -0.92 -1.72
C -0.08 -1.60 -2.10
C 1.76 -3.29 1.27
C 1.69 -2.84 2.57
H 2.87 0.62 4.26
H 4.17 -0.53 4.70
H 2.83 -0.21 5.83
H 3.93 -0.30 2.37
H 4.05 -1.13 0.07
H 2.15 -3.94 -1.17
H 2.28 0.53 -0.99
H 0.24 1.77 -0.28
H -1.94 1.98 -0.29
H -5.29 1.44 -0.01
H -3.52 3.30 -1.32
H -5.07 3.63 -0.52
H -3.73 3.39 1.71
H -4.31 5.68 1.41
H -3.74 5.68 -0.26
H -1.90 6.83 0.82
H -2.05 5.81 2.27
H -0.28 4.64 1.07
H -1.06 4.98 -0.50
H -2.19 -1.33 -1.94
H -0.14 -2.54 -2.63
H 1.15 -4.12 0.96
H 1.04 -3.31 3.29
```

Results
**Structure (SMILES)**: COc1ccc(NS(=O)(=O)c2ccc(NC(=S)NC[C@@H]3CCCO3)cc2)cc1
**Frontier orbital gap**: 0.3093 Eh
**Energy above the lowest of the compared OMol25 structures with the same formula, charge and spin**: 50.7 kcal per mole

natural (NBO) population analysis, charges in e, atoms 1 to 8: -0.25 -0.49 0.28 -0.30 -0.18 0.09 -0.84 2.32

No. 2
DFT (ωB97M-V/def2-TZVPD) results for C46H95InN6NiO11 as an isolated structure.

```
160
Properties=species:S:1:pos:R:3
Ni 5.00 4.15 17.41
In 7.98 1.14 15.77
C 7.23 4.54 16.25
O 8.29 3.99 16.37
O 6.72 5.20 17.17
O 6.34 3.72 15.94
N 3.84 1.51 15.87
O 3.82 2.52 16.55
O 4.84 0.92 15.68
O 2.92 1.22 15.21
C 7.06 10.70 14.02
C 7.41 9.29 13.53
C 8.03 9.32 12.10
C 9.57 9.54 12.19
C 10.16 8.39 13.03
C 9.76 8.47 14.53
N 8.24 8.47 14.52
O 7.63 8.51 15.77
C 10.29 7.10 15.14
C 10.42 9.57 15.41
C 6.13 8.47 13.23
H 6.42 11.25 13.33
H 7.93 11.34 14.19
H 6.40 10.68 14.89
H 7.78 8.41 11.56
H 7.48 10.04 11.49
H 9.95 10.52 12.48
H 9.77 9.42 11.13
H 11.24 8.50 13.06
H 9.97 7.38 12.67
H 9.45 6.47 14.85
H 11.12 6.64 14.60
H 10.41 7.09 16.22
H 9.98 9.62 16.40
H 11.49 9.38 15.53
H 10.23 10.56 15.02
H 5.67 8.87 12.33
H 5.47 8.51 14.10
H 6.21 7.39 13.08
H 7.64 7.58 16.01
C 10.38 2.16 19.10
C 11.57 2.81 18.32
C 12.81 2.41 19.40
C 14.05 2.44 18.62
C 14.00 1.66 17.26
C 12.91 2.11 16.26
N 11.64 2.28 16.93
O 10.74 2.75 16.07
C 13.29 3.39 15.50
C 12.82 1.01 15.18
C 11.50 4.38 18.30
H 10.45 1.08 18.95
H 9.55 2.66 18.62
H 10.47 2.45 20.15
H 12.80 3.18 20.18
H 12.76 1.41 19.82
H 14.88 1.97 19.15
H 14.31 3.46 18.37
H 13.96 0.61 17.56
H 14.98 1.94 16.86
H 13.47 4.18 16.23
H 14.26 3.18 15.03
H 12.59 3.87 14.81
H 12.13 1.33 14.40
H 13.74 0.57 14.81
H 12.45 0.12 15.68
H 11.50 4.84 19.29
H 10.67 4.87 17.79
H 12.36 4.87 17.83
H 10.95 3.67 15.95
C 5.41 2.12 12.44
C 6.67 2.81 11.75
C 6.42 4.23 11.49
C 7.66 5.08 10.90
C 8.88 4.92 11.70
C 9.11 3.39 12.01
N 7.89 2.59 12.47
O 8.11 1.22 12.77
C 9.82 2.75 10.73
C 10.15 3.38 13.10
C 6.60 2.06 10.42
H 5.42 1.05 12.24
H 4.45 2.50 12.08
H 5.43 2.26 13.52
H 5.54 4.24 10.85
H 6.03 4.77 12.35
H 7.36 6.13 10.93
H 7.83 4.85 9.85
H 8.77 5.38 12.69
H 9.76 5.42 11.28
H 10.79 3.23 10.54
H 10.09 1.71 10.93
H 9.25 2.79 9.80
H 11.05 3.90 12.78
H 9.75 3.86 14.00
H 10.42 2.36 13.38
H 5.54 1.90 10.20
H 7.14 1.12 10.52
H 7.10 2.49 9.55
H 8.36 0.86 11.92
C 1.11 5.75 19.20
C 1.94 4.73 18.38
C 0.90 4.03 17.42
C 0.47 4.71 16.20
C 1.76 5.19 15.44
C 2.70 6.07 16.32
N 3.04 5.25 17.53
O 4.05 5.82 18.34
C 4.07 6.07 15.56
C 2.26 7.49 16.54
C 2.28 3.65 19.48
H 0.09 5.56 19.54
H 1.68 6.14 20.04
H 0.98 6.66 18.61
H 1.28 3.09 17.01
H -0.04 3.77 17.91
H -0.15 4.02 15.63
H -0.12 5.61 16.38
H 1.56 5.83 14.58
H 2.19 4.32 14.95
H 4.98 6.49 16.00
H 3.84 6.60 14.64
H 4.35 5.06 15.24
H 2.37 8.03 15.60
H 2.74 8.07 17.33
H 1.18 7.57 16.68
H 2.86 4.01 20.33
H 1.45 3.25 20.05
H 2.58 2.68 19.09
H 3.67 6.65 18.64
C 7.98 5.93 20.64
C 7.11 7.18 20.92
C 7.71 7.80 22.25
C 8.88 8.74 21.98
C 8.57 9.87 20.91
C 8.20 9.16 19.56
N 7.11 8.16 19.77
O 6.43 7.66 18.56
C 7.63 10.31 18.64
C 9.41 8.38 18.97
C 5.59 6.76 21.23
H 8.02 5.74 19.57
H 7.59 4.99 21.04
H 9.00 6.03 21.00
H 6.98 8.24 22.93
H 8.21 7.01 22.81
H 9.75 8.15 21.72
H 9.09 9.33 22.88
H 9.44 10.53 20.81
H 7.84 10.63 21.18
H 7.51 9.97 17.61
H 6.66 10.77 18.85
H 8.29 11.15 18.49
H 10.05 7.69 19.51
H 9.07 7.80 18.11
H 10.06 9.09 18.46
H 5.28 5.97 20.55
H 4.92 7.63 21.21
H 5.72 6.34 22.23
H 6.93 6.90 18.26
```

Results
**Multiplicity**: 3
**Frontier orbital gap (spin up / spin down)**: 0.2449 / 0.1265 Eh
**Total charge**: +2

Löwdin population analysis, charges in e, atoms 1 to 8: 0.72 1.11 -0.92 -0.05 -0.04 -0.08 -0.68 -0.06

No. 3
DFT (ωB97M-V/def2-TZVPD) results for a 2-piece molecular cluster, C2H4N2 overall.

```
8
Properties=species:S:1:pos:R:3
C 2.00 0.07 -0.08
C -1.43 0.09 0.07
N -2.57 -0.23 -0.09
N 1.36 -0.98 0.04
H 3.07 -0.01 -0.03
H 1.47 1.09 -0.09
H -0.93 1.12 0.24
H -2.96 -1.15 -0.06
```

Results
**Frontier orbital gap (spin up / spin down)**: 0.3764 / 0.2699 Eh
**Energy above the lowest of the compared OMol25 structures with the same formula, charge and spin**: 114.2 kcal per mole

From a natural (NBO) analysis of the wavefunction, the atomic charges in e read: -0.23 0.15 -0.64 -0.20 0.20 0.19 0.15 0.39

Summary of F_max in hartree/bohr
0.0206 0.1653 0.0737
(order as listed above)
Summary of molar mass in g/mol
421.5 1081.8 56.1
(order as listed above)